Formula: C61H60Br2N4O8PTl
Source: the OMol25 dataset
Level of theory: ωB97M-V/def2-TZVPD

Electronic energy, eV: -240641.842
Net charge: -2
HOMO, eV: -2.166

```
137
C61H60Br2N4O8PTl, DFT ωB97M-V/def2-TZVPD
Tl 0.515 -0.332 0.087
O -2.626 0.191 0.859
C -3.486 -0.805 1.181
C -3.069 -2.191 0.572
C -1.936 -2.948 1.242
C -1.925 -4.333 1.139
C -0.895 -5.042 1.741
C 0.063 -4.357 2.451
C -0.010 -2.961 2.528
C 0.997 -2.302 3.449
C 1.299 -0.739 3.473
O 0.838 0.018 2.450
C 2.843 -0.507 3.500
C 3.441 0.467 4.301
C 4.785 0.795 4.157
C 5.571 0.151 3.214
C 4.985 -0.817 2.404
C 3.642 -1.131 2.540
C 0.739 -0.218 4.825
C 1.093 -0.767 6.057
C 0.591 -0.249 7.243
C -0.277 0.837 7.221
C -0.627 1.397 6.000
C -0.114 0.877 4.818
N -0.984 -2.295 1.919
C -3.688 -1.035 2.702
C -2.798 -0.473 3.604
C -2.940 -0.694 4.969
C -3.977 -1.485 5.447
C -4.873 -2.055 4.549
C -4.728 -1.828 3.187
C -4.877 -0.397 0.626
C -5.596 -1.081 -0.347
C -6.796 -0.575 -0.846
C -7.303 0.623 -0.375
C -6.586 1.326 0.594
C -5.395 0.819 1.083
H -3.923 -2.875 0.567
H -2.784 -1.977 -0.465
H -2.707 -4.851 0.596
H -0.850 -6.123 1.659
H 0.870 -4.884 2.940
H 0.656 -2.586 4.448
H 1.941 -2.828 3.299
H 2.855 0.994 5.044
H 5.219 1.565 4.788
H 6.620 0.402 3.103
H 5.580 -1.333 1.657
H 3.197 -1.859 1.869
H 1.783 -1.605 6.097
H 0.880 -0.688 8.193
H -0.673 1.240 8.146
H -1.303 2.245 5.970
H -0.354 1.301 3.849
H -1.981 0.112 3.194
H -2.227 -0.259 5.661
H -4.089 -1.665 6.511
H -5.681 -2.684 4.911
H -5.436 -2.269 2.491
H -5.217 -2.016 -0.744
H -7.335 -1.126 -1.611
H -8.230 1.022 -0.773
H -6.967 2.272 0.963
H -4.822 1.372 1.818
O 4.892 5.020 -3.446
C 5.368 3.699 -3.222
C 4.454 2.953 -2.292
C 4.774 1.648 -1.939
C 3.916 0.967 -1.091
N 2.829 1.524 -0.574
C 2.515 2.775 -0.899
C 3.301 3.520 -1.779
C 1.284 3.322 -0.252
C 0.933 4.667 -0.301
C -0.198 5.100 0.384
C -0.568 6.558 0.362
O 0.341 7.368 1.114
C -0.939 4.173 1.098
C -0.558 2.836 1.052
N 0.522 2.436 0.390
H 5.468 5.440 -4.088
H 6.371 3.722 -2.783
H 5.431 3.146 -4.166
H 5.671 1.173 -2.322
H 4.088 -0.070 -0.814
H 3.024 4.521 -2.075
H 1.531 5.374 -0.865
H -1.554 6.704 0.802
H -0.599 6.911 -0.675
H 1.197 6.928 1.107
H -1.809 4.482 1.665
H -1.139 2.033 1.507
C 2.374 -0.257 -4.218
C 2.531 -1.717 -3.884
C 2.615 -2.688 -4.903
C 2.907 -3.982 -4.578
C 3.115 -4.341 -3.228
C 3.579 -5.595 -2.786
Br 3.903 -7.017 -4.039
C 3.872 -5.818 -1.464
C 3.593 -4.843 -0.518
Br 4.100 -5.177 1.291
C 2.951 -3.599 -0.804
O 2.528 -2.802 0.055
C 2.871 -3.325 -2.257
N 2.621 -2.048 -2.615
H 3.289 0.135 -4.675
H 2.175 0.292 -3.299
H 1.548 -0.100 -4.918
H 2.463 -2.402 -5.938
H 3.010 -4.737 -5.347
H 4.318 -6.753 -1.154
C -0.526 1.840 -6.899
C -0.671 2.032 -5.402
O -1.047 0.800 -4.830
P -0.819 0.565 -3.180
O -2.281 1.048 -2.649
C -2.316 2.232 -1.834
C -3.246 3.266 -2.453
O -1.003 -1.022 -3.204
C -2.055 -1.715 -3.879
C -1.503 -2.417 -5.105
H -0.186 2.760 -7.381
H -1.482 1.540 -7.333
H 0.199 1.047 -7.095
H -1.429 2.796 -5.190
H 0.276 2.385 -4.972
H -1.302 2.645 -1.748
H -2.631 1.930 -0.836
H -3.168 3.216 -3.541
H -2.968 4.273 -2.130
H -4.282 3.081 -2.172
H -2.856 -1.025 -4.146
H -2.447 -2.444 -3.168
H -1.170 -1.678 -5.835
H -2.268 -3.053 -5.556
H -0.647 -3.032 -4.819
```

Here are the Löwdin charges for atoms 1 to 4, given in e:
1 Tl 0.88
2 O -0.24
3 C -0.56
4 C -0.07

=====

Formula: C61H63As3F6N4O11SSn
Source: the OMol25 dataset
Level of theory: ωB97M-V/def2-TZVPD

Electronic energy, eV: -308252.619
Net charge: -2
HOMO, eV: -2.844

```
150
C61H63As3F6N4O11SSn, DFT ωB97M-V/def2-TZVPD
Sn 0.282 0.100 0.096
C 1.646 -0.641 -4.287
As 2.404 -1.188 -2.549
C 4.249 -0.919 -3.211
C 2.203 -3.117 -2.961
C 2.820 -4.179 -2.033
C 4.273 -3.806 -1.693
C 2.026 -4.373 -0.728
As 2.091 -3.027 0.750
C 3.813 -3.555 1.573
C 1.024 -4.188 1.912
C 2.882 -5.519 -2.797
As 1.353 -6.439 -3.646
C 0.961 -5.262 -5.172
C -0.230 -5.971 -2.595
H 2.277 -0.986 -5.109
H 1.588 0.450 -4.310
H 0.638 -1.040 -4.412
H 4.506 -1.653 -3.978
H 4.972 -0.958 -2.396
H 4.290 0.079 -3.653
H 2.587 -3.264 -3.975
H 1.116 -3.260 -2.992
H 4.299 -2.862 -1.144
H 4.875 -3.697 -2.601
H 4.733 -4.578 -1.069
H 2.304 -5.337 -0.287
H 0.956 -4.416 -0.954
H 4.041 -4.612 1.412
H 3.712 -3.360 2.641
H 4.636 -2.945 1.193
H 1.544 -5.131 2.093
H 0.053 -4.383 1.452
H 0.869 -3.664 2.856
H 3.306 -6.273 -2.131
H 3.598 -5.426 -3.622
H 1.867 -5.062 -5.745
H 0.518 -4.315 -4.857
H 0.251 -5.774 -5.822
H -0.181 -6.411 -1.600
H -1.098 -6.381 -3.112
H -0.365 -4.893 -2.502
C -5.339 3.452 -3.861
C -4.811 2.503 -4.936
C -5.945 1.624 -5.438
C -5.432 0.572 -6.412
C -4.399 -0.274 -5.714
C -4.226 -1.606 -6.022
C -3.249 -2.347 -5.369
F -3.096 -3.645 -5.716
C -2.450 -1.795 -4.414
C -2.606 -0.443 -4.094
C -1.675 0.157 -3.104
O -0.923 -0.577 -2.467
C -1.707 1.611 -3.074
C -2.712 2.259 -3.699
N -3.710 1.670 -4.416
C -3.586 0.320 -4.734
C -0.629 2.502 -2.447
O -0.572 3.669 -2.897
O 0.120 2.001 -1.562
H -6.251 3.930 -4.223
H -4.625 4.233 -3.605
H -5.573 2.889 -2.954
H -4.430 3.093 -5.776
H -6.693 2.263 -5.908
H -6.413 1.124 -4.583
H -4.986 1.068 -7.281
H -6.247 -0.057 -6.772
H -4.849 -2.082 -6.772
H -1.706 -2.369 -3.877
H -2.719 3.339 -3.648
C 1.388 5.870 3.201
C 1.878 4.958 2.104
C 2.839 3.988 2.349
C 3.224 3.102 1.350
C 2.651 3.197 0.098
C 1.701 4.178 -0.184
C 1.323 5.049 0.826
S 3.103 1.972 -1.146
C 4.125 3.124 -2.113
O 4.093 1.045 -0.503
H 1.970 5.736 4.116
H 0.342 5.637 3.430
H 1.445 6.919 2.901
H 3.258 3.883 3.348
H 3.944 2.316 1.537
H 1.231 4.229 -1.161
H 0.548 5.786 0.634
H 4.878 3.543 -1.442
H 3.475 3.904 -2.521
H 4.593 2.546 -2.915
O 1.975 -1.389 3.455
C 2.344 -0.320 2.932
O 1.843 0.339 1.977
C 3.607 0.277 3.529
C 4.768 0.343 2.762
C 5.949 0.796 3.323
C 5.961 1.189 4.654
C 4.813 1.128 5.433
C 3.643 0.659 4.867
N 7.209 1.679 5.251
O 7.182 2.092 6.399
O 8.227 1.655 4.581
H 4.728 0.046 1.717
H 6.861 0.865 2.747
H 4.855 1.441 6.466
H 2.739 0.580 5.462
O -3.239 0.134 0.536
C -2.689 0.815 1.385
N -3.333 1.317 2.520
C -2.374 1.950 3.415
C -1.101 1.944 2.502
O -0.072 2.505 2.826
N -1.383 1.256 1.367
C -2.167 1.124 4.677
C -0.994 0.413 4.912
C -0.864 -0.361 6.060
C -1.901 -0.438 6.979
C -3.077 0.272 6.751
C -3.204 1.049 5.607
C -2.692 3.419 3.700
C -3.469 4.160 2.815
C -3.669 5.522 3.016
C -3.093 6.161 4.107
C -2.311 5.428 4.991
C -2.110 4.069 4.787
H -4.110 0.793 2.885
H -0.182 0.449 4.192
H 0.054 -0.912 6.232
H -1.804 -1.055 7.865
H -3.892 0.227 7.466
H -4.120 1.605 5.427
H -3.907 3.661 1.958
H -4.270 6.087 2.312
H -3.240 7.225 4.257
H -1.850 5.920 5.840
H -1.486 3.504 5.471
F -5.623 -4.240 1.603
C -4.440 -3.680 1.275
C -3.764 -2.883 2.175
F -4.317 -2.648 3.373
C -2.545 -2.334 1.855
F -1.934 -1.559 2.764
C -1.906 -2.534 0.612
O -0.731 -2.059 0.331
C -2.646 -3.343 -0.272
F -2.133 -3.602 -1.487
C -3.869 -3.901 0.042
F -4.506 -4.670 -0.853
```

Here are the Löwdin charges for atoms 1 to 4, given in e:
1 Sn 1.47
2 C -0.31
3 As 1.14
4 C -0.34